Molecular formula: C47H60BrMgN9O3
Method: DFT, ωB97M-V with the def2-TZVPD basis set

Values from the calculation:
LUMO energy in eV: -1.0404
Orbital gap in eV: 5.52
Calculated total energy in eV: -144758.49814
Total charge: 0
Largest force on an atom in hartree/bohr: 0.0081

```
121
Properties=species:S:1:pos:R:3:lowdin_charge:R:1
Mg -1.06 0.69 -0.05 0.610
C 1.57 -5.83 -2.29 -0.060
C 1.61 -4.92 -3.51 -0.559
C 0.73 -5.54 -4.61 -0.043
C 3.06 -4.85 -4.01 -0.043
C 1.13 -3.52 -3.20 -0.157
C 0.69 -3.13 -1.98 0.039
C 0.20 -1.80 -1.74 -0.143
N -0.27 -1.35 -0.60 0.145
C -0.16 -1.96 0.61 -0.182
C 0.91 -2.80 1.00 0.029
C 0.99 -3.28 2.27 -0.162
C -0.07 -2.95 3.17 0.040
C -1.11 -2.11 2.88 -0.068
C -1.15 -1.52 1.56 -0.284
O -2.04 -0.68 1.21 -0.081
C -2.19 -1.76 3.90 -0.529
C -1.98 -2.50 5.23 -0.070
C -2.18 -0.26 4.20 -0.027
C -3.57 -2.17 3.36 -0.041
C 2.15 -4.12 2.79 -0.558
C 2.81 -3.40 3.97 -0.043
C 1.63 -5.49 3.26 -0.045
C 3.21 -4.35 1.72 -0.063
C 0.07 -0.86 -2.87 -0.253
O -0.46 0.24 -2.71 0.006
C 0.58 -1.30 -4.18 -0.076
C 1.09 -2.55 -4.27 0.041
C 0.51 -0.34 -5.36 -0.536
C 1.09 -0.97 -6.64 -0.069
C -0.95 0.04 -5.65 -0.039
C 1.32 0.93 -5.06 -0.038
H 1.95 -6.82 -2.55 0.087
H 2.20 -5.44 -1.48 0.074
H 0.56 -5.95 -1.91 0.091
H 1.06 -6.56 -4.83 0.085
H -0.31 -5.58 -4.28 0.092
H 0.77 -4.97 -5.53 0.076
H 3.42 -5.86 -4.27 0.086
H 3.16 -4.24 -4.91 0.076
H 3.72 -4.44 -3.24 0.091
H 0.63 -3.85 -1.17 0.096
H 1.72 -2.96 0.31 0.102
H -0.02 -3.36 4.17 0.093
H -1.03 -2.22 5.70 0.086
H -2.78 -2.24 5.92 0.084
H -1.99 -3.59 5.10 0.086
H -1.21 0.06 4.59 0.092
H -2.40 0.32 3.31 0.065
H -2.94 -0.03 4.96 0.088
H -3.60 -3.25 3.17 0.088
H -4.34 -1.93 4.09 0.082
H -3.79 -1.65 2.43 0.073
H 2.12 -3.25 4.80 0.078
H 3.66 -3.98 4.35 0.083
H 3.18 -2.41 3.67 0.089
H 0.88 -5.39 4.04 0.077
H 1.18 -6.03 2.42 0.088
H 2.45 -6.09 3.65 0.084
H 3.63 -3.41 1.36 0.089
H 4.03 -4.94 2.13 0.086
H 2.80 -4.89 0.86 0.071
H 1.46 -2.88 -5.23 0.092
H 0.53 -1.86 -6.94 0.087
H 1.02 -0.24 -7.45 0.085
H 2.14 -1.23 -6.52 0.088
H -1.54 -0.85 -5.90 0.091
H -1.41 0.52 -4.80 0.060
H -0.99 0.71 -6.51 0.083
H 2.37 0.68 -4.87 0.092
H 1.28 1.61 -5.91 0.085
H 0.92 1.44 -4.19 0.058
C -0.53 5.13 -3.34 -0.046
N 0.09 3.91 -2.83 -0.153
C 1.47 4.10 -2.40 -0.056
C -0.66 3.04 -2.06 -0.415
N -0.28 2.45 -1.00 0.158
N -1.93 2.81 -2.61 0.156
C -2.90 1.92 -2.19 -0.480
N -3.98 1.92 -3.04 0.154
N -2.81 1.18 -1.15 0.128
H 0.18 5.62 -4.00 0.090
H -0.81 5.82 -2.54 0.076
H -1.42 4.92 -3.94 0.075
H 2.00 4.64 -3.18 0.092
H 1.95 3.13 -2.27 0.096
H 1.54 4.67 -1.46 0.090
H 0.63 2.74 -0.67 0.077
H -1.99 3.04 -3.59 0.129
H -4.19 2.77 -3.55 0.100
H -4.79 1.40 -2.75 0.104
H -3.64 0.63 -1.00 0.095
Br 0.02 7.99 -0.08 0.713
C 0.09 7.17 1.64 -0.689
C -0.85 7.52 2.59 -0.123
C -0.80 6.91 3.84 -0.036
C 0.16 5.94 4.10 -0.279
C 1.12 5.63 3.14 -0.016
C 1.08 6.25 1.91 -0.119
N 0.22 5.39 5.43 0.067
N 0.33 4.16 5.63 0.075
C 0.25 3.23 4.55 -0.274
C 1.30 2.34 4.41 -0.043
C 1.43 1.53 3.29 -0.006
C 0.47 1.52 2.28 -0.357
O 0.56 0.83 1.21 -0.099
C -0.71 2.34 2.51 -0.148
N -1.70 2.21 1.59 0.080
C -2.82 2.87 1.76 -0.124
C -3.04 3.71 2.86 -0.039
C -2.05 3.87 3.79 -0.008
C -0.83 3.19 3.63 -0.115
H -1.61 8.26 2.38 0.101
H -1.50 7.18 4.61 0.116
H 1.88 4.90 3.36 0.120
H 1.83 6.01 1.16 0.096
H 2.07 2.35 5.18 0.114
H 2.29 0.87 3.19 0.107
H -3.58 2.74 1.00 0.102
H -3.99 4.22 2.97 0.103
H -2.21 4.49 4.66 0.114
```